129
Properties=species:S:1:pos:R:3:forces:R:3 method="wB97M-V/def2-TZVPD" e_lumo_ev=1.62 gap_ha=0.2278 total_charge=-1
C -0.988 -1.318 5.162 -0.5 -1.1 -0.9
C -2.384 -1.623 5.793 0.1 0.8 1.1
O -2.863 -0.807 6.554 0.3 -0.2 -0.5
N -3.148 -2.837 5.569 0.4 -0.5 -0.4
C -3.679 -2.929 4.186 -0.1 0.3 -0.9
C -4.967 -2.017 3.951 1.8 0.3 -0.3
C -4.615 -1.085 2.730 -0.5 0.7 0.4
C -5.774 -0.162 2.213 0.7 0.1 -0.8
Ga -4.886 1.094 0.818 -1.1 0.7 0.5
O -6.238 2.069 -0.109 0.6 0.1 0.0
Br -3.825 -0.320 -0.820 0.1 -0.2 -0.2
C -3.638 2.476 1.668 0.8 -0.1 0.4
C -2.198 1.942 2.082 0.2 1.1 -0.7
C -1.194 1.662 0.902 -0.3 0.3 0.9
O -1.397 1.920 -0.252 0.2 -0.1 0.4
N 0.119 1.086 1.316 -1.5 -0.7 0.1
C 0.176 -0.341 0.969 1.3 -2.1 -0.8
C 1.429 -0.878 0.404 -2.1 -1.4 0.4
C 1.477 -2.285 0.020 -1.0 0.5 0.5
C 0.344 -3.193 0.166 -0.1 2.4 0.8
C -0.874 -2.664 0.766 1.7 1.1 -0.4
C -0.933 -1.263 1.151 1.1 -0.3 -0.4
H -0.654 -2.204 4.560 -0.2 0.9 0.6
H -0.208 -1.074 5.927 -0.9 -0.2 -0.5
H -1.111 -0.461 4.454 0.1 -0.5 0.7
H -2.573 -3.663 5.762 0.1 0.5 -0.2
H -3.893 -3.989 3.877 0.2 0.9 0.7
H -2.863 -2.586 3.476 -0.9 -0.3 0.4
H -5.888 -2.621 3.782 0.7 0.5 0.2
H -5.044 -1.341 4.848 -0.4 -0.8 -0.8
H -4.133 -1.643 1.876 -0.7 0.3 0.8
H -3.806 -0.384 3.104 -0.6 -0.8 -0.2
H -6.572 -0.730 1.664 0.5 0.4 0.8
H -6.197 0.510 3.008 0.3 -0.9 -0.6
H -5.813 2.797 -0.591 -0.2 -0.4 0.2
H -3.520 3.424 1.068 0.0 -1.0 0.4
H -4.142 2.802 2.628 0.4 -0.4 -0.8
H -2.200 1.040 2.737 -0.2 0.7 -0.5
H -1.721 2.760 2.690 -0.1 -0.9 -0.6
H 0.199 1.204 2.335 -0.1 -0.2 -0.4
H 2.327 -0.234 0.268 -1.0 -0.5 0.1
H 2.424 -2.683 -0.419 -0.9 0.4 0.4
H 0.430 -4.245 -0.173 -0.2 0.8 0.4
H -1.761 -3.318 0.918 0.8 0.7 -0.1
H -1.866 -0.862 1.600 0.7 -0.4 -0.5
O -1.148 1.989 4.667 0.5 0.4 0.2
C -0.921 2.982 5.293 0.0 -0.7 0.2
O -0.439 4.130 4.741 -0.1 -0.1 0.0
C -0.176 5.086 5.776 0.1 0.3 0.1
C -1.039 4.656 6.946 -0.1 0.1 0.4
C -1.074 3.145 6.785 -0.3 0.6 0.2
H 0.891 5.057 6.014 0.0 0.0 0.0
H -0.431 6.085 5.423 0.1 -0.1 -0.2
H -0.654 4.987 7.910 0.0 0.0 -0.1
H -2.048 5.060 6.830 0.1 0.0 0.0
H -0.231 2.662 7.283 -0.1 -0.1 -0.1
H -2.016 2.723 7.130 0.2 -0.3 -0.1
O 2.726 -2.028 -4.359 0.0 0.3 0.3
C 1.661 -1.515 -4.126 0.1 -0.4 0.0
O 1.383 -0.850 -2.981 0.7 -0.3 -0.5
C 0.005 -0.463 -2.969 -0.8 0.3 0.4
C -0.420 -0.450 -4.421 -0.3 0.0 -0.2
C 0.440 -1.550 -5.016 -0.2 0.5 0.0
H -0.553 -1.193 -2.377 0.0 0.1 0.0
H -0.094 0.517 -2.503 0.1 -0.2 0.2
H -1.489 -0.604 -4.559 0.1 0.1 0.1
H -0.158 0.509 -4.875 0.0 -0.1 0.0
H -0.034 -2.530 -4.929 0.1 0.0 -0.1
H 0.704 -1.344 -6.052 0.1 -0.3 0.0
O 4.519 0.321 2.742 0.4 0.4 0.2
C 5.131 1.002 1.970 -0.7 -0.5 0.1
O 5.688 2.202 2.290 0.0 -0.2 0.1
C 6.248 2.800 1.111 0.1 0.2 -0.1
C 6.487 1.648 0.154 0.2 -0.1 -0.4
C 5.361 0.695 0.512 0.5 0.1 -0.2
H 5.534 3.527 0.716 0.0 0.0 0.0
H 7.172 3.318 1.369 -0.1 0.0 0.2
H 6.492 1.951 -0.893 0.0 0.1 0.1
H 7.450 1.178 0.372 0.0 0.1 0.0
H 4.449 0.915 -0.046 0.0 -0.1 0.1
H 5.654 -0.344 0.374 -0.4 0.0 0.0
O -1.735 -0.097 -7.661 0.0 0.1 0.4
C -1.671 1.088 -7.482 -0.2 -0.4 -0.3
O -2.005 1.692 -6.313 0.1 -0.2 -0.3
C -1.918 3.118 -6.470 0.0 0.3 0.1
C -0.984 3.337 -7.641 -0.2 -0.1 0.0
C -1.262 2.121 -8.506 0.3 0.4 0.3
H -2.922 3.508 -6.659 0.0 -0.1 0.0
H -1.535 3.563 -5.552 -0.1 -0.2 0.1
H -1.146 4.280 -8.147 -0.1 -0.1 0.2
H 0.051 3.314 -7.299 -0.1 0.1 0.0
H -2.095 2.290 -9.192 0.0 -0.1 0.0
H -0.375 1.803 -9.051 -0.2 -0.2 -0.1
O -0.029 -7.795 1.561 0.1 0.3 -0.2
C 0.843 -7.803 0.742 -0.5 -0.3 0.3
O 0.922 -6.917 -0.288 0.0 -0.1 0.3
C 2.019 -7.270 -1.142 0.2 0.1 -0.3
C 2.946 -8.103 -0.280 0.4 -0.2 0.0
C 1.976 -8.799 0.659 0.5 0.3 -0.1
H 1.629 -7.832 -1.995 0.0 0.0 0.0
H 2.503 -6.365 -1.508 -0.2 0.1 0.0
H 3.570 -8.787 -0.855 0.0 0.1 0.0
H 3.606 -7.447 0.295 0.0 0.0 -0.1
H 1.598 -9.732 0.237 -0.1 0.0 0.1
H 2.416 -8.972 1.639 -0.3 -0.2 0.0
O 0.188 -4.408 5.983 0.1 0.3 -0.2
C 1.068 -4.422 5.167 -0.5 -0.3 0.2
O 1.163 -3.537 4.145 0.1 -0.3 0.3
C 2.261 -3.896 3.293 0.3 0.1 -0.4
C 3.174 -4.740 4.160 0.3 -0.2 0.0
C 2.191 -5.429 5.090 0.5 0.2 -0.1
H 1.871 -4.450 2.436 -0.1 0.1 0.0
H 2.757 -2.995 2.933 -0.3 0.1 0.0
H 3.796 -5.429 3.587 -0.1 0.1 -0.1
H 3.837 -4.093 4.741 0.0 0.0 -0.1
H 1.806 -6.357 4.663 -0.1 0.0 0.1
H 2.622 -5.610 6.073 -0.3 -0.2 0.0
O 0.608 5.227 -8.725 0.5 0.7 0.1
C 0.670 6.408 -8.532 -0.1 -0.4 -0.5
O 0.334 6.996 -7.354 0.1 -0.2 -0.2
C 0.414 8.423 -7.487 0.0 0.3 0.2
C 1.350 8.661 -8.655 0.2 0.3 -0.2
C 1.076 7.457 -9.540 0.3 0.4 0.2
H -0.590 8.812 -7.672 0.0 0.0 0.0
H 0.794 8.854 -6.562 -0.1 -0.2 0.1
H 1.184 9.618 -9.151 0.0 0.0 0.1
H 2.387 8.636 -8.311 -0.1 0.0 0.0
H 0.244 7.633 -10.224 0.0 -0.1 0.0
H 1.964 7.148 -10.088 -0.2 -0.2 -0.1